Record 1
C19H19AlIN4OS4 as an isolated structure at a distorted geometry. Source: the OMol25 dataset; level of theory: ωB97M-V with the def2-TZVPD basis set.

The geometry in XYZ format:
```
49
Properties=species:S:1:pos:R:3:forces:R:3
Al 0.049 -0.116 -0.668 0.4 -0.4 -0.5
O 0.112 -2.483 -6.685 0.2 0.7 2.2
C 0.196 -2.136 -5.516 -0.2 -0.5 -1.8
S 1.361 -0.925 -4.915 0.1 0.0 -1.1
C 0.927 -0.967 -3.273 -3.7 -3.1 1.6
C -0.153 -1.894 -2.927 3.5 3.1 -0.5
S -0.754 -2.165 -1.308 -0.2 0.0 0.2
S -0.855 -2.762 -4.217 -0.1 -0.3 -0.8
S 1.748 0.067 -2.139 0.2 0.4 0.2
C 0.411 2.790 2.467 -1.0 1.0 0.2
C 0.723 1.729 1.619 -1.1 -0.4 -1.3
N -0.126 1.306 0.635 0.0 1.3 1.0
C -1.327 2.019 0.485 1.7 0.4 1.9
C -1.701 3.068 1.363 -0.4 -0.8 -1.1
C -0.805 3.465 2.359 1.7 -0.7 0.5
C -2.953 3.716 1.134 -0.6 -0.1 -0.7
C -3.721 3.411 0.040 0.5 0.0 0.7
C -3.274 2.449 -0.921 0.5 0.2 0.3
C -3.926 2.238 -2.146 0.5 -0.8 -0.6
C -3.349 1.358 -3.061 -0.5 0.4 0.4
C -2.169 0.684 -2.747 0.8 0.3 1.5
N -1.521 0.850 -1.553 -1.3 0.6 -0.9
C -2.062 1.755 -0.663 -1.2 -0.7 -2.0
H 1.136 3.029 3.237 -0.1 0.1 -0.1
H 1.719 1.320 1.679 -0.3 -0.2 -0.2
H -1.034 4.301 3.016 0.0 -0.2 -0.1
H -3.286 4.473 1.833 0.0 0.0 0.0
H -4.666 3.908 -0.122 0.0 0.1 0.0
H -4.844 2.771 -2.382 0.2 -0.1 0.1
H -3.806 1.155 -4.027 0.1 0.2 0.2
H -1.726 0.026 -3.485 0.1 -0.1 0.3
I 0.624 0.035 4.156 0.2 -0.4 0.5
N 2.908 -2.861 2.663 -0.2 -0.2 -0.2
C 3.668 -1.979 1.705 -0.1 -0.1 0.1
C 2.712 -0.881 1.260 0.0 -0.2 -0.6
N 1.490 -1.423 0.599 -0.2 0.2 0.3
C 0.812 -2.404 1.491 -0.3 0.1 -0.2
C 1.748 -3.508 1.930 0.1 0.1 0.3
H 2.510 -2.264 3.415 0.0 0.0 0.0
H 3.503 -3.579 3.085 0.0 0.3 0.0
H 4.005 -2.614 0.879 0.0 0.1 0.1
H 4.529 -1.571 2.234 0.0 0.0 -0.1
H 3.232 -0.182 0.599 -0.1 -0.2 -0.1
H 2.407 -0.332 2.145 -0.1 -0.1 0.2
H 1.724 -1.876 -0.293 0.1 0.1 0.4
H -0.029 -2.864 0.961 0.3 0.1 0.0
H 0.407 -1.856 2.357 0.2 -0.2 -0.2
H 2.164 -4.072 1.092 0.0 0.1 0.0
H 1.261 -4.208 2.607 0.0 0.1 0.1
```
Positions in Å, forces in eV/Å.

Computed properties:
Charge: +1
Orbital gap in eV: 5.59
DFT total energy in Eh: -3162.535796
Highest occupied orbital energy in eV: -9.75



Record 2
C7H11Cl3N2O2 in the gas phase at a distorted geometry. Source: the OMol25 dataset; level of theory: ωB97M-V with the def2-TZVPD basis set.

The geometry in XYZ format:
```
25
Properties=species:S:1:pos:R:3:forces:R:3
C -3.093 -0.202 -0.577 -1.5 -0.6 -3.6
C 1.208 1.559 0.188 -2.6 0.2 0.5
C 1.469 -0.711 0.648 0.3 -0.9 -2.6
C -0.248 1.672 0.471 -1.8 -1.4 -1.6
C -0.025 -1.137 0.788 -0.2 -0.5 0.0
C -1.121 2.378 -0.541 -1.1 0.5 3.4
C -0.329 -2.589 0.448 4.5 -2.1 -1.8
N -0.905 -0.320 0.012 2.5 3.8 1.1
N -2.204 -0.291 0.402 1.1 0.4 2.4
O -2.933 -0.339 -1.791 -0.6 0.5 3.6
O 1.774 0.612 0.932 1.7 -1.8 2.4
Cl -4.735 -0.001 0.198 0.5 0.1 -0.5
Cl -0.639 2.180 2.080 -0.1 -0.5 0.1
Cl -0.351 -1.133 2.611 -0.1 0.4 0.3
H 1.304 1.589 -0.844 0.5 -1.1 -2.5
H 1.659 2.427 0.473 1.2 2.8 1.0
H 2.126 -1.394 1.271 -0.9 0.9 -0.8
H 1.748 -0.738 -0.479 -0.5 -1.1 1.5
H -2.188 2.029 -0.353 1.2 1.1 -0.3
H -0.822 2.108 -1.467 0.7 -1.1 -3.1
H -0.957 3.476 -0.460 -0.6 -0.6 0.2
H 0.569 -3.218 0.963 -2.3 1.2 -1.1
H -0.297 -2.902 -0.705 -0.1 1.2 2.5
H -1.240 -2.853 0.876 -1.5 -0.6 0.6
H -2.368 0.122 1.368 -0.3 -1.0 -1.5
```
Positions in Å, forces in eV/Å.

Computed properties:
Orbital gap in eV: 8.99
DFT total energy in Eh: -1913.774446
Highest occupied orbital energy in eV: -9.22



Record 3
C16H18BrN3O5S in the gas phase at a distorted geometry. Source: the OMol25 dataset; level of theory: ωB97M-V with the def2-TZVPD basis set.

The geometry in XYZ format:
```
44
Properties=species:S:1:pos:R:3:forces:R:3
C -0.199 -4.873 1.912 0.0 0.1 0.4
O 0.293 -4.376 0.670 0.0 -0.4 -0.3
C 0.881 -3.188 0.663 0.2 0.2 0.0
O 1.056 -2.499 1.634 0.1 0.0 0.0
C 1.347 -2.824 -0.740 0.1 -0.3 0.0
N 1.156 -1.419 -0.976 1.3 0.4 -0.2
C -0.041 -0.855 -0.705 -1.5 0.8 0.2
N -1.030 -1.652 -0.327 0.5 -0.5 -0.2
C -2.208 -1.098 -0.055 -0.1 0.6 -0.1
C -3.310 -1.998 0.385 0.0 0.0 0.0
C -2.374 0.269 -0.195 -0.2 0.2 0.0
Br -4.013 1.135 0.151 0.0 -0.1 0.0
C -1.277 1.033 -0.616 0.1 -0.5 0.1
O -1.440 2.336 -0.790 -0.3 -0.2 0.1
C -0.323 3.067 -1.266 0.5 0.2 -0.2
N -0.105 0.468 -0.843 -0.5 0.3 -0.1
S 2.443 -0.393 -1.430 0.1 -0.3 -0.2
O 2.119 0.244 -2.668 -0.1 0.2 0.2
O 3.596 -1.244 -1.406 0.0 -0.1 0.3
C 2.559 0.816 -0.126 0.1 -0.3 -0.3
C 2.883 2.113 -0.472 0.0 -0.1 -0.2
C 3.025 3.065 0.523 0.0 -0.1 0.0
C 2.842 2.726 1.859 0.0 0.0 -0.1
C 3.000 3.746 2.944 0.0 0.0 0.0
C 2.519 1.409 2.179 0.0 0.0 -0.2
C 2.384 0.447 1.194 0.1 -0.1 0.2
H -0.002 -4.152 2.707 0.0 -0.1 -0.1
H 0.304 -5.817 2.125 0.0 0.1 0.0
H -1.271 -5.039 1.811 0.1 0.0 0.0
H 2.423 -3.002 -0.838 -0.2 -0.2 0.1
H 0.799 -3.428 -1.469 0.1 0.1 0.1
H -2.967 -3.028 0.356 0.0 0.0 0.0
H -3.618 -1.742 1.398 -0.1 0.0 0.0
H -4.176 -1.878 -0.265 -0.1 0.0 0.0
H -0.722 4.010 -1.634 0.0 -0.1 0.0
H 0.185 2.516 -2.059 0.0 0.1 0.0
H 0.384 3.244 -0.452 -0.1 0.0 -0.1
H 3.011 2.357 -1.514 0.0 0.1 -0.1
H 3.279 4.081 0.259 0.0 0.1 0.0
H 3.053 4.750 2.533 0.0 0.1 0.0
H 3.917 3.554 3.502 0.1 0.1 0.1
H 2.170 3.693 3.645 0.0 0.1 0.1
H 2.374 1.134 3.214 0.0 0.0 0.1
H 2.129 -0.570 1.447 -0.1 -0.1 0.1
```
Positions in Å, forces in eV/Å.

Computed properties:
Orbital gap in eV: 9.36
Structure (SMILES): COC(=O)CN(c1nc(C)c(Br)c(OC)n1)S(=O)(=O)c1ccc(C)cc1
DFT total energy in Eh: -4133.193141
Highest occupied orbital energy in eV: -8.75



Record 4
C4H8O2 as an isolated structure. Source: the OMol25 dataset; level of theory: ωB97M-V with the def2-TZVPD basis set.

The geometry in XYZ format:
```
14
Properties=species:S:1:pos:R:3:forces:R:3
C 1.384 0.256 1.404 0.1 0.0 0.1
C 1.098 -0.133 -0.010 0.2 -0.2 0.3
C -0.927 0.619 -1.149 0.2 0.1 -0.2
O -2.276 0.625 -1.427 -0.3 0.0 0.2
C 0.260 -1.337 -0.131 0.1 -0.1 -0.1
O -0.680 -0.228 0.000 -0.1 0.3 -0.1
H 1.146 1.317 1.555 0.1 -0.2 0.0
H 2.472 0.173 1.510 0.0 0.0 0.1
H 0.895 -0.333 2.198 0.1 0.0 -0.1
H -0.386 0.246 -2.018 -0.1 0.0 0.1
H -0.540 1.605 -0.865 -0.2 -0.2 -0.1
H -2.720 1.063 -0.689 -0.1 -0.1 -0.2
H 0.106 -2.020 0.716 0.0 0.2 -0.1
H 0.170 -1.852 -1.094 0.0 0.2 0.1
```
Positions in Å, forces in eV/Å.

Computed properties:
Orbital gap in eV: 8.79
DFT total energy in Eh: -307.522790
Highest occupied orbital energy in eV: -8.00



Record 5
An isolated ion of composition C4H7BrN and charge +1 at a distorted geometry. Source: the OMol25 dataset; level of theory: ωB97M-V with the def2-TZVPD basis set.

The geometry in XYZ format:
```
13
Properties=species:S:1:pos:R:3:forces:R:3
Br -2.643 0.010 0.590 -0.1 0.6 -0.5
C -1.271 1.010 -0.317 2.0 1.1 1.0
C -0.034 0.206 -0.385 2.5 -1.0 1.4
C 0.087 -1.283 -0.583 -1.0 3.1 1.8
N 0.427 -0.658 0.728 1.7 0.4 -0.9
C 1.424 0.400 0.265 -3.2 -1.1 -0.7
H -1.373 1.449 -1.281 -1.3 -0.3 -1.1
H -0.887 1.900 0.209 -1.0 -0.2 0.7
H -0.809 -1.784 -0.752 -1.5 -1.0 0.5
H 0.922 -1.649 -0.987 3.0 -1.5 -2.0
H 0.332 -0.788 1.721 -1.1 -0.3 0.2
H 2.303 0.050 -0.269 -0.2 0.0 0.1
H 1.522 1.134 1.058 0.1 0.2 -0.4
```
Positions in Å, forces in eV/Å.

Computed properties:
Charge: +1
Orbital gap in eV: 11.36
Structure (SMILES): BrC[C@]12C[N@H+]1C2
DFT total energy in Eh: -2785.006950
Highest occupied orbital energy in eV: -14.80



Record 6
A 10-piece molecular cluster, C4H26NO12 overall at a distorted geometry. Source: the OMol25 dataset; level of theory: ωB97M-V with the def2-TZVPD basis set.

The geometry in XYZ format:
```
43
Properties=species:S:1:pos:R:3:forces:R:3
O 2.461 0.469 -0.915 0.3 1.2 -0.4
C 1.845 1.237 -0.163 0.5 -1.6 -1.7
O 1.422 0.862 0.972 -0.5 1.0 0.9
C 1.277 2.462 -0.872 -0.7 -0.6 0.4
C 0.405 1.796 -2.016 -0.6 1.5 -1.3
C 0.222 0.318 -2.340 -0.2 -1.0 -3.0
O -0.662 -0.423 -1.564 -1.4 0.0 0.7
N 0.258 3.089 -0.022 0.3 1.1 2.4
H 2.118 3.129 -1.355 -1.9 -1.1 1.3
H 0.888 2.263 -2.848 0.3 -0.3 -1.3
H -0.605 2.353 -2.096 1.4 -1.1 0.6
H 1.051 -0.349 -2.584 1.0 0.8 0.9
H -0.194 0.210 -3.425 -0.2 0.9 1.7
H -0.412 -0.558 -0.642 0.5 0.2 -0.1
H 0.020 2.338 0.717 0.5 1.7 -1.3
H 0.618 3.919 0.537 -0.5 -1.5 -0.9
H -2.616 1.525 2.570 3.3 0.1 0.1
H -0.953 1.321 2.324 -1.1 0.0 0.2
O -1.644 1.849 2.770 -1.9 -0.3 -0.2
H 3.402 -0.603 0.872 1.0 -0.6 -0.7
H 3.685 -0.667 -0.671 0.8 -0.6 2.7
O 4.047 -0.986 0.238 -0.3 0.2 -1.5
H 1.768 -2.203 0.928 0.9 0.7 -1.2
H 1.471 -2.770 2.114 0.0 -0.4 1.3
O 1.259 -2.957 1.203 -0.2 -0.3 0.1
H -1.253 -1.133 1.445 -0.2 -0.3 -0.1
H -0.187 -2.223 1.245 -1.0 -0.4 -0.2
O -1.166 -2.023 1.064 0.9 0.9 0.6
H 2.592 -0.480 3.045 3.8 5.6 8.0
H 1.984 -0.129 1.691 -0.1 -1.6 1.3
O 2.301 -0.962 2.429 -4.1 -3.7 -8.6
H -0.622 -3.164 -0.435 -0.2 -0.7 -0.5
H 0.750 -3.188 -0.882 0.7 -0.3 -0.3
O -0.071 -3.630 -1.095 -0.5 0.6 0.2
H -3.429 -0.558 1.198 0.6 -2.0 -0.8
H -3.517 0.910 0.737 0.2 -0.5 0.1
O -3.687 0.284 1.474 -1.1 2.2 1.0
H -2.521 1.217 -1.275 -0.9 0.4 1.8
H -2.017 2.387 -0.528 -0.7 -0.2 0.9
O -2.777 1.753 -0.449 1.9 0.1 -3.0
H -2.839 -2.181 -0.481 -0.2 1.4 8.3
H -1.890 -2.171 -1.598 0.7 0.3 -0.1
O -2.781 -2.333 -1.315 -0.8 -1.8 -8.4
```
Positions in Å, forces in eV/Å.

Computed properties:
Charge: -1
Orbital gap in eV: 9.30
DFT total energy in Eh: -1125.636168
Highest occupied orbital energy in eV: -6.40



Record 7
C5H9NO as an isolated structure at a distorted geometry. Source: the OMol25 dataset; level of theory: ωB97M-V with the def2-TZVPD basis set.

The geometry in XYZ format:
```
16
Properties=species:S:1:pos:R:3:forces:R:3
C 2.641 -0.275 -0.108 0.0 -0.2 0.0
C -0.478 1.716 -0.229 0.2 0.1 0.0
C -0.370 0.278 -0.058 -4.9 -1.9 -1.5
C 0.037 -0.881 0.177 5.3 1.7 1.5
C -2.727 -1.018 0.328 0.2 0.0 0.2
O 1.565 -0.122 0.778 -0.9 -1.6 -0.1
N -1.990 -0.648 -0.618 0.5 2.0 -0.2
H 0.141 -1.941 0.100 -0.4 -0.1 0.1
H 2.568 0.385 -0.988 -0.1 0.0 0.0
H 3.567 -0.027 0.423 -0.1 0.0 -0.1
H 2.740 -1.308 -0.474 0.0 0.1 0.0
H -0.899 2.182 0.663 0.0 -0.1 0.0
H -1.131 1.928 -1.078 0.0 -0.1 0.0
H 0.515 2.126 -0.413 0.0 0.0 0.0
H -2.407 -1.116 1.376 0.0 0.3 0.0
H -3.770 -1.280 0.122 0.1 -0.3 -0.1
```
Positions in Å, forces in eV/Å.

Computed properties:
Orbital gap in eV: 9.03
DFT total energy in Eh: -325.670693
Highest occupied orbital energy in eV: -8.04



Record 8
C3H4LiO3Rb as an isolated structure at a distorted geometry. Source: the OMol25 dataset; level of theory: ωB97M-V with the def2-TZVPD basis set.

The geometry in XYZ format:
```
12
Properties=species:S:1:pos:R:3:forces:R:3
O -1.249 -1.143 2.886 0.5 0.7 -0.3
C -1.532 -0.013 3.634 0.1 -1.6 -1.3
C -1.057 1.323 3.014 -0.2 1.3 -0.7
C 0.019 2.437 1.033 1.5 -0.9 -1.0
O -1.031 3.072 0.907 -1.8 -0.1 -0.1
O 0.112 1.449 1.966 -2.0 -0.7 1.8
Rb 0.321 -0.758 -0.212 0.0 0.2 1.1
Li -2.446 1.872 0.290 0.7 0.7 0.8
H -1.225 -0.047 4.697 0.3 -0.2 -0.1
H -2.651 0.061 3.627 0.3 0.6 0.5
H -0.852 2.105 3.759 0.2 -0.3 -0.1
H -1.984 1.671 2.535 0.4 0.3 -0.4
```
Positions in Å, forces in eV/Å.

Computed properties:
Orbital gap in eV: 4.68
DFT total energy in Eh: -373.913146
Highest occupied orbital energy in eV: -6.15



no.,lowest unoccupied orbital energy (Ha)
1,-0.1530
2,-0.0084
3,0.0222
4,0.0291
5,-0.1264
6,0.1068
7,0.0365
8,-0.0537